ORCA calculation (ωB97M-V/def2-TZVPD) on a molecular structure, C48H35F4N8O9P2Se2Ta.

Computed properties:
E (eV): -242390.592
ΔE to the lowest compared entry with this formula, charge and spin (kcal/mol): 11.20
Charge: 0
Orbital gap (eV): 7.52
Molar mass (g mol⁻¹): 1344.663
Maximum force (eV/Å): 0.714

CARTESIAN COORDINATES (ANGSTROEM)
Ta  0.02  0.27  0.21
O  3.33  2.40  5.10
C  2.72  1.92  4.01
C  2.78  2.56  2.77
C  2.12  1.99  1.72
N  1.44  0.85  1.85
C  1.38  0.23  3.02
C  2.00  0.73  4.14
C  0.62  -1.07  2.92
O  0.49  -1.81  3.86
O  0.24  -1.28  1.69
C  2.01  2.55  0.32
O  2.43  3.64  0.03
O  1.39  1.72  -0.48
H  3.78  3.23  4.90
H  3.32  3.49  2.62
H  1.94  0.20  5.08
Se  -6.58  -2.28  2.02
P  -5.55  -0.64  2.84
C  -6.41  0.92  2.49
C  -7.77  0.96  2.82
C  -8.50  2.11  2.57
C  -7.90  3.21  1.98
C  -6.56  3.16  1.64
C  -5.81  2.02  1.90
C  -5.36  -0.72  4.64
C  -4.98  -1.94  5.19
C  -4.80  -2.05  6.56
C  -5.01  -0.95  7.38
C  -5.40  0.26  6.83
C  -5.57  0.38  5.45
C  -3.84  -0.37  2.31
C  -3.06  -0.65  1.19
N  -1.91  0.04  1.35
N  -1.94  0.64  2.54
N  -3.08  0.40  3.12
P  -3.16  -1.65  -0.29
Se  -1.13  -2.08  -0.82
C  -3.97  -3.22  -0.01
C  -3.49  -4.03  1.02
C  -4.06  -5.27  1.23
C  -5.11  -5.70  0.42
C  -5.56  -4.90  -0.62
C  -5.00  -3.66  -0.84
C  -4.07  -0.71  -1.51
C  -5.35  -0.25  -1.18
C  -6.07  0.49  -2.11
C  -5.52  0.77  -3.35
C  -4.25  0.32  -3.67
C  -3.52  -0.41  -2.75
H  -8.24  0.09  3.25
H  -9.55  2.14  2.84
H  -8.48  4.10  1.78
H  -6.08  4.01  1.16
H  -4.76  2.01  1.63
H  -4.83  -2.80  4.55
H  -4.49  -2.99  6.99
H  -4.87  -1.03  8.45
H  -5.56  1.12  7.46
H  -5.86  1.33  5.02
H  -2.67  -3.69  1.65
H  -3.71  -5.90  2.04
H  -5.56  -6.67  0.59
H  -6.37  -5.24  -1.25
H  -5.36  -3.02  -1.63
H  -5.79  -0.49  -0.22
H  -7.07  0.83  -1.85
H  -6.08  1.34  -4.08
H  -3.83  0.55  -4.64
H  -2.51  -0.75  -2.99
N  3.18  -0.85  0.36
N  1.91  -1.08  -0.28
H  3.79  -1.63  0.15
H  3.01  -0.86  1.36
H  1.58  -2.03  -0.10
H  2.05  -0.96  -1.28
F  -1.55  3.65  -5.03
C  -2.22  3.78  -3.88
C  -1.59  3.89  -2.71
N  -2.29  4.06  -1.53
C  -1.58  4.00  -0.27
C  -1.17  2.58  0.06
O  -0.52  2.32  1.09
O  -1.40  1.65  -0.75
C  -3.66  4.03  -1.49
O  -4.29  4.08  -0.45
N  -4.27  3.94  -2.72
C  -3.67  3.77  -3.97
O  -4.33  3.62  -4.97
H  -0.51  3.85  -2.63
H  -2.21  4.39  0.52
H  -0.67  4.59  -0.32
H  -5.28  3.90  -2.70
F  -0.20  0.47  -9.48
C  0.89  0.03  -8.83
F  1.92  0.81  -9.21
F  1.16  -1.20  -9.31
C  0.72  0.03  -7.34
C  1.70  -0.56  -6.56
C  1.59  -0.56  -5.19
C  0.48  0.04  -4.57
C  -0.50  0.62  -5.37
C  -0.38  0.62  -6.75
C  0.35  0.05  -3.15
C  0.22  0.08  -1.94
H  2.56  -1.03  -7.03
H  2.36  -1.01  -4.57
H  -1.35  1.09  -4.90
H  -1.14  1.09  -7.36

---

ORCA calculation (ωB97M-V/def2-TZVPD) on a molecular structure, C48H35N6Rb.

Computed properties:
E (eV): -59940.034
ΔE to the lowest compared entry with this formula, charge and spin (kcal/mol): 0.00
Charge: -2
Orbital gap (eV): 3.84
Molar mass (g mol⁻¹): 781.318
Maximum force (eV/Å): 0.195

CARTESIAN COORDINATES (ANGSTROEM)
Rb  1.71  1.67  0.63
C  -5.25  4.29  3.71
C  -3.92  4.49  4.06
C  -2.92  3.78  3.41
C  -3.23  2.86  2.40
C  -4.57  2.68  2.06
C  -5.57  3.39  2.71
C  -2.15  2.10  1.71
C  -1.47  1.13  2.48
C  -1.80  0.80  3.86
C  -0.96  -0.20  4.21
C  -0.14  -0.49  3.04
N  -0.46  0.35  2.03
C  0.83  -1.50  2.98
C  1.59  -1.86  1.85
C  2.46  -3.03  1.79
C  2.91  -3.10  0.52
C  2.31  -1.98  -0.20
C  2.45  -1.75  -1.58
C  3.28  -2.73  -2.34
C  4.48  -2.36  -2.93
C  5.24  -3.27  -3.65
C  4.80  -4.58  -3.81
C  3.60  -4.96  -3.23
C  2.84  -4.05  -2.51
C  1.82  -0.75  -2.34
N  1.04  0.24  -1.85
C  0.48  0.87  -2.91
C  -0.51  1.87  -2.85
C  -0.92  2.47  -4.15
C  -2.21  2.29  -4.65
C  -2.59  2.85  -5.86
C  -1.68  3.59  -6.60
C  -0.39  3.78  -6.12
C  -0.02  3.22  -4.90
C  -1.20  2.28  -1.70
C  -2.22  3.32  -1.68
C  -2.68  3.38  -0.41
C  -1.94  2.37  0.34
N  -1.04  1.76  -0.46
C  0.95  0.26  -4.15
C  1.78  -0.75  -3.79
N  1.55  -1.24  0.65
C  1.03  -2.33  4.21
C  0.05  -3.21  4.65
C  0.23  -3.98  5.78
C  1.42  -3.90  6.50
C  2.41  -3.03  6.07
C  2.22  -2.25  4.93
H  -6.04  4.85  4.21
H  -3.66  5.20  4.83
H  -1.88  3.93  3.67
H  -4.81  1.96  1.28
H  -6.61  3.22  2.43
H  -2.56  1.26  4.46
H  -0.91  -0.71  5.17
H  2.67  -3.71  2.60
H  3.58  -3.84  0.10
H  4.82  -1.34  -2.80
H  6.18  -2.95  -4.10
H  5.39  -5.29  -4.37
H  3.24  -5.98  -3.35
H  1.90  -4.34  -2.06
H  -2.91  1.70  -4.07
H  -3.59  2.69  -6.24
H  -1.97  4.02  -7.55
H  0.33  4.36  -6.69
H  0.99  3.37  -4.52
H  -2.53  3.93  -2.51
H  -3.43  4.05  -0.01
H  0.66  0.54  -5.15
H  2.29  -1.44  -4.45
H  -0.88  -3.28  4.08
H  -0.55  -4.66  6.11
H  1.57  -4.50  7.39
H  3.34  -2.95  6.62
H  2.99  -1.57  4.60
N  -1.36  -1.29  -0.48
C  -1.42  -1.91  -1.69
C  -2.36  -2.90  -1.54
N  -2.87  -2.89  -0.27
C  -2.24  -1.90  0.33
H  -0.75  -0.51  -0.24
H  -0.81  -1.61  -2.52
H  -2.69  -3.62  -2.28
H  -2.37  -1.58  1.35
C  4.10  3.89  1.51
H  3.39  4.40  0.83
H  4.55  3.03  1.00
H  3.57  3.56  2.42